39
Properties=species:S:1:pos:R:3 method="wB97M-V/def2-TZVPD" relative_energy_kj_mol=23.6 spin_multiplicity=1 e_lumo_ev=-1.235 homo_lumo_gap_ev=8.324
K -0.49890 -1.49995 -2.48105
S 4.76311 1.17451 3.85920
N 4.78846 1.45033 2.22544
C 3.87299 0.62757 1.72564
C 3.53886 0.51419 0.31453
C 4.37684 1.03444 -0.65708
C 4.04296 0.98900 -1.97907
C 2.78381 0.39885 -2.30812
N 2.07104 -0.27804 -1.45454
C 2.36909 -0.23025 -0.14191
C 1.55533 -0.93718 0.87273
N 0.53456 -1.71847 0.45330
C -0.40026 -2.07370 1.37348
C -0.32369 -1.73649 2.72032
C 0.82930 -1.01793 3.16291
C 1.85967 -0.73345 2.26655
C 3.10950 -0.09501 2.70858
N 3.49346 0.17709 3.98924
H 5.27015 1.51208 -0.27873
H 4.67826 1.29828 -2.81060
H 2.43570 0.38733 -3.34392
H -1.24140 -2.62020 1.01780
H -1.13943 -1.86730 3.39224
H 0.92466 -0.59255 4.16850
F -5.74298 0.22309 0.03677
C -5.77595 -0.07178 -1.28214
F -5.66917 1.04139 -1.95605
F -6.92808 -0.74713 -1.45619
S -4.25322 -1.18341 -1.73619
O -4.15509 -2.36944 -0.93433
O -4.17565 -1.29344 -3.19336
N -3.24984 -0.10599 -1.15297
S -2.61049 1.07141 -1.92104
O -1.59501 0.59871 -2.87547
O -3.41895 2.17610 -2.40602
C -1.70208 1.53226 -0.30420
F -1.19648 0.42014 0.29648
F -0.66978 2.40289 -0.51973
F -2.55124 2.14201 0.60904

---

112
Properties=species:S:1:pos:R:3 method="wB97M-V/def2-TZVPD" spin_multiplicity=2 e_lumo_ev="-0.090 / -0.345" homo_lumo_gap_ev="8.772 / 9.571"
C 3.93065 0.75058 1.46966
C 2.97439 0.17421 0.26788
C 1.79288 -0.65446 1.01501
Cl 1.03027 0.49654 2.21928
C 0.73288 -1.33452 -0.02873
C 1.65282 -2.38865 -0.88974
C 2.18891 -3.60609 -0.01014
O 1.57620 -4.69628 0.16292
F 3.44719 -3.49221 0.68570
C -0.39602 -2.23147 0.67430
C -1.86575 -1.61409 0.79182
C -2.87074 -2.91469 0.78099
C -2.08970 -0.98023 2.28700
N -2.33655 -0.74683 -0.32058
O -2.98395 -1.38458 -1.27271
C -1.35466 0.23982 -0.83696
C -1.28994 1.64484 -0.01502
C -1.92327 0.68254 -2.31663
C 0.13354 -0.31282 -1.12247
H 3.89260 -0.03065 2.31611
H 5.00902 0.92864 1.08298
H 3.51693 1.75519 1.87556
H 3.64996 -0.47439 -0.38618
H 2.58370 1.12431 -0.26800
H 2.34358 -1.46039 1.64416
H 0.91475 -2.84517 -1.65988
H 2.45956 -1.86395 -1.51401
H -0.02742 -2.50080 1.72337
H -0.50394 -3.23345 0.09541
H -2.61384 -3.65206 -0.06591
H -3.97356 -2.59640 0.80744
H -2.66625 -3.45973 1.77318
H -1.13267 -1.10780 2.93036
H -2.48048 0.09084 2.26463
H -2.89293 -1.59699 2.85452
H -0.27047 2.13163 -0.26834
H -1.34474 1.52877 1.11802
H -2.11062 2.36136 -0.41416
H -3.02916 0.98874 -2.27188
H -1.69095 -0.11510 -3.10494
H -1.33727 1.64167 -2.64261
H 0.06791 -0.90880 -2.11946
H 0.79293 0.59501 -1.35480
O 0.42715 4.44338 0.96523
H 0.66940 4.55984 0.03644
H 0.49971 3.49427 1.10702
O 0.71732 7.73580 0.97407
H 0.95935 7.85030 0.04448
H 0.79165 6.78231 1.11945
O -5.68860 0.78186 -2.69305
H -4.99052 0.11348 -2.66074
H -6.48805 0.29638 -2.45401
O -0.56860 3.38146 -4.08278
H -0.48711 4.32206 -3.87156
H -1.05278 3.37130 -4.91901
O 6.17637 -5.51710 0.91502
H 5.48314 -4.84906 0.99871
H 5.69867 -6.31945 0.66997
O -4.57245 1.00781 2.74002
H -4.76553 1.62258 2.02043
H -5.39875 0.96323 3.23714
O -3.12791 -2.08448 -4.40167
H -2.95021 -2.15223 -3.45277
H -4.07426 -1.90003 -4.44924
O 1.39282 5.84687 -1.56259
H 2.29062 5.59062 -1.81442
H 1.33335 6.77848 -1.81896
O 1.89923 -3.19542 3.59837
H 2.07979 -3.37637 2.66742
H 2.68841 -3.51518 4.05491
O -4.58591 -2.45503 3.79363
H -4.39598 -2.51812 4.74108
H -5.53522 -2.28522 3.75442
O 2.53885 3.38214 -3.12110
H 2.65236 2.42352 -3.10177
H 1.68515 3.50882 -3.55444
O -2.41527 -4.98969 3.47298
H -3.10576 -4.31661 3.56107
H -2.89952 -5.79112 3.23503
O 6.58909 -0.02935 -0.07368
H 6.82164 0.08395 -1.00286
H 6.65862 -0.98152 0.06916
O -0.09370 8.55846 -1.69076
H -0.27841 9.17418 -2.40985
H -0.92918 8.51603 -1.19712
O -3.68648 -2.89069 6.83225
H -3.14065 -3.65310 6.59757
H -3.04570 -2.18248 6.97992
O 1.49642 1.33820 -5.59146
H 0.80332 2.00686 -5.50304
H 1.01842 0.53805 -5.84744
O -2.64145 -4.63419 -2.38576
H -2.07456 -4.76430 -3.15673
H -2.69241 -3.67439 -2.29242
O -2.74525 8.71793 -0.81509
H -3.32946 7.95597 -0.71194
H -3.34827 9.45765 -0.96069
O 0.22300 -5.88160 2.34383
H 0.03113 -5.27786 1.61534
H -0.60216 -5.90986 2.84940
O -1.28018 1.45980 4.31104
H -0.53002 1.19661 3.76015
H -1.35626 2.41125 4.16405
O -0.43892 -3.43955 5.31065
H 0.52503 -3.41778 5.28907
H -0.67189 -4.08272 4.62759
O 2.12476 -0.09784 -7.94623
H 2.61208 0.69899 -7.69860
H 2.20357 -0.13201 -8.90772
O 8.70409 0.38793 -1.36117
H 9.23275 -0.38739 -1.58989
H 9.35932 1.08026 -1.20760

---

33
Properties=species:S:1:pos:R:3 method="wB97M-V/def2-TZVPD" relative_energy_kj_mol=24.6 charge=-1 spin_multiplicity=1 e_lumo_ev=2.559 homo_lumo_gap_ev=7.395
Pt -1.29432 0.16316 -0.57898
O -2.34729 2.67011 2.50367
C -1.70376 1.96896 1.73855
O -2.23867 1.33069 0.75110
C -0.19797 1.87041 1.97120
C 0.38214 2.64668 2.96967
C 1.74804 2.55632 3.16028
C 2.49067 1.69911 2.36018
C 1.82106 0.96339 1.39558
N 0.50959 1.04887 1.21014
H -0.25081 3.29350 3.55926
H 2.23437 3.14927 3.92556
H 3.56232 1.60484 2.47663
H 2.34822 0.27809 0.73922
Cl -0.35929 -1.22675 -2.13828
C -0.28172 -2.77500 -1.28402
C 0.47595 -3.76357 -1.87713
C 0.54579 -5.00657 -1.26848
C -0.15665 -5.21984 -0.09086
C -0.90766 -4.20222 0.46646
Cl -1.77305 -4.54085 1.93571
C -1.00494 -2.91808 -0.09712
S -1.96901 -1.65737 0.60758
H 1.00134 -3.55644 -2.79966
H 1.13740 -5.79921 -1.70513
H -0.12963 -6.17586 0.41359
F -0.33085 4.50413 -2.04985
C -0.27385 3.61348 -3.04954
F 1.03502 3.40205 -3.32118
F -0.80703 4.19946 -4.13159
C -0.97349 2.26748 -2.70215
O -1.66876 1.73389 -3.54392
O -0.62313 1.87788 -1.54649

---

37
Properties=species:S:1:pos:R:3 method="wB97M-V/def2-TZVPD" charge=+1 spin_multiplicity=1 e_lumo_ev="-5.995 / -5.993" homo_lumo_gap_ev="5.338 / 5.339"
Tc -1.00280 0.49472 0.69375
N -3.57147 -2.20524 2.95882
C -2.73971 -1.60173 2.11889
S -1.72046 -0.28663 2.75871
N -2.63255 -1.96714 0.89163
N -1.73961 -1.34762 0.10421
C -1.45264 -1.96729 -1.00084
C -0.43981 -1.64126 -1.93952
C -0.17723 -2.58220 -2.95349
C 0.88004 -2.44446 -3.81684
C 1.69088 -1.31866 -3.72436
C 1.43200 -0.35622 -2.77291
C 0.39027 -0.49146 -1.85022
O 0.21411 0.42154 -0.90236
H -3.65330 -1.91531 3.91797
H -4.14144 -2.96152 2.61892
H -2.01488 -2.87848 -1.19729
H -0.80782 -3.45372 -3.01972
H 1.08770 -3.21123 -4.54504
H 2.54188 -1.21220 -4.37911
H 2.06848 0.51270 -2.69085
Se -2.49076 0.92298 -3.76603
Sb -2.24904 2.92312 -2.52882
Se -2.41962 2.15883 0.33508
Se 1.37560 2.58667 -1.05511
Se 0.56168 3.28783 -2.94305
F 1.40580 -0.75200 1.58831
C 1.57886 0.51287 2.05857
C 0.56937 1.40906 1.75263
C 0.72852 2.71016 2.20377
F -0.20574 3.62253 1.86923
C 1.84835 3.11116 2.92398
F 1.96858 4.37536 3.31659
C 2.84704 2.17988 3.21680
F 3.90963 2.55162 3.92095
C 2.71432 0.86049 2.77899
F 3.64577 -0.04714 3.05776

---

33
Properties=species:S:1:pos:R:3 method="wB97M-V/def2-TZVPD" relative_energy_kj_mol=73.7 charge=+1 spin_multiplicity=5 e_lumo_ev="-5.604 / -8.217" homo_lumo_gap_ev="7.138 / 4.519"
Pd 0.81191 1.69481 -1.41148
O 3.26444 2.99495 4.16724
C 2.92807 3.04420 3.03514
C 3.71034 2.46338 1.82250
O 4.84269 2.09748 1.87569
C 2.74887 2.49093 0.68670
C 1.47954 3.08026 1.11186
O 0.48248 3.08555 0.37347
C 1.60444 3.63232 2.48308
O 0.89677 4.35978 3.10914
O 2.93115 2.05438 -0.45483
O 0.99676 0.16934 0.23848
C 0.01978 -0.47441 -0.22841
O -0.53829 -0.06215 -1.28485
C -0.48139 -1.67384 0.47179
C 0.25366 -2.23194 1.51810
C -0.25686 -3.30654 2.22531
C -1.50608 -3.81580 1.90618
C -2.22048 -3.25605 0.85294
C -1.71715 -2.20067 0.11212
N -3.54681 -3.77995 0.52303
O -4.17096 -3.17419 -0.31012
O -3.89758 -4.76673 1.11423
H 1.21481 -1.80240 1.75837
H 0.31483 -3.74468 3.02809
H -1.94620 -4.62546 2.46876
H -2.27183 -1.78279 -0.71577
C -1.24044 1.46079 -5.46717
C -0.52371 1.82457 -4.30545
N 0.09921 2.14667 -3.39042
H -0.81720 1.97654 -6.33033
H -2.29016 1.74048 -5.36511
H -1.17461 0.38118 -5.61825

---

26
Properties=species:S:1:pos:R:3 method="wB97M-V/def2-TZVPD" smiles="Nc1cccc2c1C(=O)c1c(Cl)cccc1C2=O" spin_multiplicity=1 e_lumo_ev=-1.203 homo_lumo_gap_ev=7.477
N -2.49180 2.31167 -1.35677
C -1.75942 1.09565 -1.77043
C -1.59236 0.70466 -3.29095
C -0.77456 -0.57493 -3.68255
C -0.09261 -1.50259 -2.62335
C -0.26364 -1.09983 -1.13850
C -1.08717 0.17618 -0.71335
C -1.16542 0.43388 0.87712
O -2.21189 0.77937 1.48027
C 0.22789 0.16541 1.65404
C 0.72746 1.12043 2.77551
Cl -0.25391 2.56421 3.31358
C 2.12180 0.78453 3.42649
C 2.97751 -0.44721 2.96534
C 2.45411 -1.41570 1.85511
C 1.08315 -1.08391 1.21558
C 0.44148 -1.97113 0.02592
O 0.47036 -3.22615 0.03914
H -3.30409 2.37624 -1.98711
H -2.88750 2.19594 -0.40632
H -2.05931 1.39466 -4.08708
H -0.65758 -0.79862 -4.79154
H 0.52244 -2.43576 -2.89304
H 2.54808 1.47029 4.22693
H 4.00356 -0.69200 3.42003
H 3.02340 -2.32530 1.46594

---

30
Properties=species:S:1:pos:R:3 method="wB97M-V/def2-TZVPD" charge=+1 spin_multiplicity=3 e_lumo_ev="-4.553 / -4.071" homo_lumo_gap_ev="6.599 / 7.098"
Mn 0.75448 -0.23410 -0.17988
O 1.64384 0.82817 -1.39178
N 1.57748 0.52416 -2.71305
C 2.33409 1.27506 -3.54345
C 2.31099 1.01304 -4.88288
C 1.50484 -0.03120 -5.35132
C 0.75152 -0.77360 -4.47598
C 0.78713 -0.48509 -3.10693
S -0.13639 -1.30589 -1.89626
H 2.91308 2.04216 -3.05322
H 2.91307 1.60961 -5.55104
H 1.47468 -0.25805 -6.40824
H 0.12519 -1.58553 -4.81629
I 2.21882 -2.94459 3.85426
C 0.62373 -1.68116 3.53367
C -0.28834 -1.40675 4.59157
C -1.36481 -0.58081 4.43256
I -2.64382 -0.25510 6.03408
C -1.59599 0.04778 3.17336
C -2.65071 0.92356 2.84811
C -2.74439 1.46220 1.58847
C -1.78255 1.13843 0.62625
N -0.78032 0.32432 0.90460
C -0.68037 -0.23135 2.15054
C 0.41329 -1.10354 2.31448
O 1.19505 -1.27237 1.22015
H -0.11023 -1.87942 5.54765
H -3.38839 1.16517 3.60242
H -3.54885 2.13257 1.32488
H -1.82611 1.54232 -0.37672

---

30
Properties=species:S:1:pos:R:3 method="wB97M-V/def2-TZVPD" relative_energy_kj_mol=0.0 charge=+1 spin_multiplicity=3 e_lumo_ev="-4.819 / -4.814" homo_lumo_gap_ev="7.507 / 7.566"
V 0.00015 -0.87859 -0.84757
O -0.00036 -6.32219 -1.11185
C -0.00021 -5.11314 -1.20297
C -1.22961 -4.19756 -1.24950
O -2.35493 -4.49981 -1.00759
C -0.68552 -2.83879 -1.59047
C 0.68577 -2.83893 -1.59038
O 1.35221 -1.68267 -1.76911
C 1.22947 -4.19796 -1.24975
O 2.35477 -4.50065 -1.00832
O -1.35181 -1.68249 -1.76937
N 0.00013 -0.65622 1.29713
C 0.00006 0.78540 1.58933
C -0.00005 1.30201 2.84715
C -0.00015 2.70443 3.03740
C -0.00012 3.55066 1.96835
C -0.00002 3.03515 0.64883
C -0.00001 3.84129 -0.51180
C 0.00005 3.26483 -1.75300
C 0.00013 1.87094 -1.85082
N 0.00014 1.08335 -0.78421
C 0.00007 1.64521 0.46928
H -0.81267 -1.09912 1.72575
H 0.81294 -1.09907 1.72576
H -0.00008 0.64308 3.70714
H -0.00024 3.09801 4.04412
H -0.00021 4.62345 2.11412
H -0.00007 4.91975 -0.40768
H 0.00005 3.86038 -2.65404
H 0.00014 1.37924 -2.81594

---

30
Properties=species:S:1:pos:R:3 method="wB97M-V/def2-TZVPD" charge=-2 spin_multiplicity=1 e_lumo_ev="3.963 / 3.963" homo_lumo_gap_ev="3.921 / 5.075"
Au 0.85185 -1.13998 -1.00433
C -4.53960 2.18481 -0.52148
C -2.43373 -0.22773 1.70431
C -1.97951 0.43160 2.72833
C -1.48017 -0.19343 3.97472
C -0.47045 -1.06285 4.16751
C 0.47670 -1.72395 3.31665
C 1.67428 -2.37811 3.97843
C 0.42650 -1.80978 1.95936
N 0.43629 -2.00859 0.79814
H -2.11187 3.42434 2.00606
H -4.24454 2.64353 -1.48897
H -0.40188 1.24937 -2.34096
H -2.04218 1.53333 2.68807
H -1.99369 0.13934 4.87281
H -0.30716 -1.30510 5.21971
H 1.36389 -3.05668 4.78464
H 2.36752 -1.65143 4.42230
H 2.24360 -2.96880 3.25910
Cl -3.02060 1.99519 0.24920
C 0.35428 0.90644 -3.05427
C 1.15638 -0.22017 -2.76897
C 2.07729 -0.56165 -3.75396
Cl 3.12254 -1.93467 -3.47178
C 2.21376 0.13510 -4.95279
Cl 3.38427 -0.35197 -6.13991
C 1.40651 1.23773 -5.20365
Cl 1.55619 2.12764 -6.68331
C 0.47646 1.61059 -4.23801
Cl -0.56294 2.97591 -4.50694

---

37
Properties=species:S:1:pos:R:3 method="wB97M-V/def2-TZVPD" relative_energy_kj_mol=0.0 charge=+4 spin_multiplicity=6 e_lumo_ev="-13.805 / -17.192" homo_lumo_gap_ev="6.125 / 3.786"
I -2.96337 2.19972 -0.42861
I 2.90324 -0.92814 -1.30189
Ru 1.37706 0.55218 0.51030
Y -1.68113 -0.31317 -0.03223
S 0.28356 0.63141 -1.59737
C 0.57842 1.97025 1.44175
C -1.29777 0.20947 2.28630
C 0.89263 2.27209 -2.40353
C 1.79025 1.82432 -3.56013
C 1.64221 3.14179 -1.40891
C -0.35447 2.96039 -2.95162
C 1.28557 -0.99993 1.59555
C 3.08326 1.00540 1.23503
O -1.20785 0.26057 3.43596
O 0.16449 2.88200 2.02764
O 1.29530 -1.93608 2.28466
O 4.14524 1.17263 1.66268
H 2.20296 2.70961 -4.06889
H 1.18875 1.24876 -4.27565
H 2.61295 1.19222 -3.20223
H 2.11208 3.97590 -1.94935
H 2.43630 2.56740 -0.90712
H 0.96285 3.55696 -0.65693
H -0.08309 3.92766 -3.40422
H -1.09529 3.13218 -2.15704
H -0.81728 2.32159 -3.71333
Cl -3.99433 -1.19326 1.67517
C -2.89435 -2.58065 1.73383
C -1.88021 -2.62103 0.80561
C -0.98588 -3.66485 0.74382
Cl 0.21378 -3.66318 -0.49548
C -1.02872 -4.66493 1.74531
Cl 0.12946 -5.91488 1.72245
C -1.99514 -4.59198 2.77769
Cl -1.98008 -5.72946 4.05314
C -2.94823 -3.53891 2.76225
Cl -4.09314 -3.37407 4.01536

---

39
Properties=species:S:1:pos:R:3 method="wB97M-V/def2-TZVPD" relative_energy_kj_mol=72.1 charge=+1 spin_multiplicity=1 e_lumo_ev=-4.956 homo_lumo_gap_ev=7.427
Zr -0.48349 1.34289 -0.49475
O 2.02511 4.42093 0.01553
C 1.74292 3.29745 -0.52169
O 0.76331 3.09383 -1.25376
C 2.59261 2.08497 -0.24789
C 3.90932 1.97917 0.15396
C 4.45812 0.70119 0.18715
C 3.70235 -0.40662 -0.20246
C 2.38298 -0.19328 -0.55415
N 1.85790 1.01968 -0.52478
C 1.36463 -1.13978 -1.13543
O 1.59346 -2.42348 -1.22354
O 0.31924 -0.67064 -1.55870
H 1.12773 4.91769 0.07544
H 4.48478 2.85868 0.40584
H 5.48946 0.56607 0.48307
H 4.15796 -1.38754 -0.23555
H 2.44418 -2.67599 -0.83804
O -1.65793 3.02144 -0.39341
S -1.27485 3.86188 0.85103
O -0.44788 4.99105 0.44489
O -2.41565 4.17646 1.63149
S -0.07597 2.44940 1.74379
O -1.56327 -0.72102 2.99985
S -1.39020 -0.75104 1.59715
O -0.01384 -0.51172 1.06728
N -2.17792 0.36016 0.69048
C -2.48676 -0.25005 -0.47863
O -2.26512 0.40933 -1.52563
C -2.70697 -1.71014 -0.36913
C -3.31090 -2.60053 -1.23217
C -3.31594 -3.94338 -0.86401
C -2.71598 -4.37313 0.31515
C -2.08111 -3.47921 1.17500
C -2.09658 -2.15442 0.80138
H -3.77741 -2.26053 -2.14645
H -3.80151 -4.66737 -1.50391
H -2.74427 -5.42298 0.57371
H -1.61254 -3.80942 2.09190

---

35
Properties=species:S:1:pos:R:3 method="wB97M-V/def2-TZVPD" relative_energy_kj_mol=15.5 charge=-1 spin_multiplicity=1 e_lumo_ev=1.453 homo_lumo_gap_ev=6.280
Tl 0.11457 -0.67329 -1.72618
Cl 0.68942 -1.43716 3.58459
C 1.91522 -1.32873 2.39259
C 3.21162 -1.32775 2.86815
C 4.31053 -1.32169 2.05364
Cl 5.84324 -1.45976 2.76894
C 4.17538 -1.23650 0.66023
C 5.23898 -1.14123 -0.26751
C 4.98721 -1.13722 -1.62702
C 3.68714 -1.35474 -2.04901
N 2.62737 -1.43221 -1.20860
C 2.86092 -1.27549 0.11431
C 1.67284 -1.26589 0.99166
O 0.47885 -1.21623 0.51356
H 3.33580 -1.37195 3.94883
H 6.27786 -1.16140 0.07470
H 5.75470 -0.95947 -2.39080
H 3.44093 -1.39191 -3.11290
N -2.71457 -1.45522 -1.15178
C -3.03663 -0.15692 -0.82480
C -3.34886 0.12759 0.52016
C -3.76804 1.39297 0.84919
C -3.76128 2.39992 -0.14489
C -3.33840 2.12375 -1.46925
C -3.03534 0.82993 -1.80805
S -4.52267 3.94061 0.20523
O -4.56933 4.04057 1.63926
O -3.71046 4.92677 -0.48364
O -5.75938 3.69785 -0.55119
H -2.59128 -2.12572 -0.41417
H -2.92783 -1.77294 -2.07396
H -3.31146 -0.66345 1.26474
H -4.10824 1.66497 1.87099
H -3.31710 2.92101 -2.18690
H -2.80175 0.60094 -2.83014